C39H50B2F6N10O3STi as an isolated structure at a distorted geometry, computed with ωB97M-V/def2-TZVPD.

Positions of all 112 atoms, in Å:
Ti  0.632  0.200  0.160
C  -5.384  0.187  1.692
C  -4.581  0.713  2.884
C  -4.307  2.208  2.744
C  -3.369  -0.143  3.123
C  -3.333  -1.052  4.197
C  -2.153  -1.727  4.040
N  -1.529  -1.232  2.948
N  -2.267  -0.257  2.385
B  -0.152  -1.743  2.549
N  0.965  -0.701  2.842
C  1.594  -0.698  4.026
C  2.761  0.016  3.900
C  2.792  0.437  2.565
N  1.676  0.010  1.951
C  3.947  1.187  1.956
C  5.249  0.425  2.231
C  3.804  1.451  0.455
N  -0.062  -2.280  1.106
C  0.175  -3.574  0.846
C  0.094  -3.770  -0.513
C  -0.192  -2.513  -1.046
N  -0.280  -1.614  -0.049
C  -0.466  -2.280  -2.499
C  0.739  -2.641  -3.374
C  -1.663  -3.153  -2.904
H  -6.261  0.805  1.518
H  -4.782  0.171  0.790
H  -5.720  -0.827  1.891
H  -5.202  0.582  3.779
H  -3.911  2.448  1.764
H  -5.234  2.764  2.871
H  -3.604  2.540  3.504
H  -4.071  -1.173  4.965
H  -1.721  -2.523  4.614
H  0.088  -2.672  3.252
H  1.186  -1.218  4.870
H  3.499  0.195  4.655
H  4.033  2.148  2.471
H  5.189  -0.574  1.807
H  6.086  0.951  1.779
H  5.430  0.343  3.298
H  4.354  0.706  -0.115
H  2.748  1.398  0.153
H  4.191  2.434  0.204
H  0.390  -4.283  1.622
H  0.245  -4.681  -1.054
H  -0.708  -1.225  -2.658
H  1.098  -3.639  -3.133
H  0.448  -2.612  -4.422
H  1.551  -1.937  -3.228
H  -1.358  -4.193  -2.996
H  -2.455  -3.102  -2.163
H  -2.060  -2.822  -3.860
N  4.089  -1.213  -2.440
C  3.004  -0.760  -1.742
S  2.670  -1.484  -0.206
N  2.256  0.141  -2.282
N  1.083  0.468  -1.650
C  0.330  1.292  -2.434
C  -0.992  1.543  -2.254
C  -1.716  2.507  -3.031
C  -2.888  3.008  -2.585
C  -3.332  2.633  -1.270
C  -2.721  1.637  -0.608
N  -1.726  0.818  -1.240
H  4.827  -1.640  -1.906
H  4.353  -0.671  -3.247
H  0.842  1.728  -3.291
H  -1.262  2.848  -3.950
H  -3.450  3.742  -3.141
H  -4.136  3.187  -0.810
H  -2.980  1.294  0.381
C  -1.371  3.723  1.318
C  0.017  3.153  0.992
O  0.065  1.845  0.643
C  0.664  3.995  -0.143
F  1.186  5.151  0.290
F  1.651  3.306  -0.737
F  -0.203  4.318  -1.105
C  0.878  3.349  2.273
F  0.589  4.446  2.987
F  0.696  2.309  3.094
F  2.185  3.417  2.006
H  -2.015  3.623  0.451
H  -1.290  4.773  1.591
H  -1.784  3.158  2.149
C  -8.359  -4.107  -2.346
C  -7.962  -2.830  -1.598
C  -8.031  -3.102  -0.093
C  -8.964  -1.710  -1.918
C  -6.582  -2.355  -2.028
C  -6.348  -2.062  -3.373
C  -5.192  -1.449  -3.832
C  -4.254  -1.108  -2.882
O  -3.118  -0.356  -2.985
B  -2.635  -0.245  -1.691
O  -3.395  -0.989  -0.808
C  -4.436  -1.473  -1.546
C  -5.579  -2.099  -1.099
H  -9.356  -4.415  -2.039
H  -7.660  -4.908  -2.115
H  -8.368  -3.957  -3.421
H  -9.028  -3.453  0.162
H  -7.842  -2.192  0.471
H  -7.315  -3.863  0.206
H  -9.956  -1.991  -1.572
H  -9.020  -1.514  -2.984
H  -8.668  -0.793  -1.414
H  -7.115  -2.290  -4.095
H  -5.057  -1.206  -4.875
H  -5.679  -2.323  -0.052

Output
energy = -4186.2505 a.u.
F_max = 1.71 eV Å⁻¹
relative energy (zero: lowest compared OMol25 entry of this formula, charge and spin) = 64.1 kJ/mol
frontier orbital gap (alpha / beta) = 6.72 / 6.73 eV

Löwdin atomic charge list, values in e, 5 entries: atom 1 (Ti): 1.028, atom 2 (C): -0.051, atom 3 (C): -0.359, atom 4 (C): -0.059, atom 5 (C): -0.283

***

C39H50ClN7O5SV as an isolated structure at a distorted geometry, computed with ωB97M-V/def2-TZVPD.

Positions of all 104 atoms, in Å:
V  0.330  0.396  -0.367
C  0.253  -0.660  2.706
N  0.515  0.662  2.126
C  -0.655  1.508  2.367
C  1.737  1.203  2.691
C  1.680  1.868  3.915
C  2.806  2.375  4.532
C  4.040  2.199  3.935
C  4.115  1.548  2.721
C  2.988  1.041  2.071
N  2.143  -0.320  0.145
C  2.712  -1.252  -0.760
C  4.143  -0.952  -0.995
C  4.898  -2.166  -1.400
C  4.263  -3.318  -1.734
C  2.868  -3.467  -1.652
C  2.116  -2.443  -1.062
N  0.712  -2.572  -0.739
C  -0.055  -2.993  -1.906
C  0.526  -3.502  0.365
H  -0.175  -0.573  3.715
H  -0.453  -1.200  2.070
H  1.175  -1.234  2.809
H  -1.005  1.464  3.408
H  -0.426  2.544  2.119
H  -1.466  1.167  1.720
H  0.729  2.009  4.401
H  2.721  2.900  5.471
H  4.938  2.580  4.395
H  5.071  1.459  2.231
H  4.288  -0.144  -1.733
H  5.973  -2.086  -1.447
H  4.853  -4.157  -2.077
H  2.403  -4.388  -1.965
H  -0.108  -4.089  -1.998
H  -1.064  -2.587  -1.843
H  0.424  -2.591  -2.796
H  0.754  -4.541  0.082
H  1.188  -3.234  1.188
H  -0.507  -3.460  0.710
O  -1.143  5.825  -0.335
C  0.153  5.723  -0.136
O  0.855  6.683  0.080
C  0.729  4.352  -0.194
C  2.065  4.016  -0.020
Cl  3.362  5.016  0.416
N  2.184  2.655  -0.154
N  0.969  2.127  -0.372
C  0.080  3.117  -0.430
C  -1.330  2.650  -0.580
O  -2.244  3.486  -0.656
O  -1.446  1.396  -0.563
C  3.331  1.864  -0.139
C  3.228  0.562  0.642
C  4.522  -0.269  0.399
C  5.777  0.481  0.226
C  5.748  1.668  -0.409
C  4.504  2.328  -0.639
H  -1.637  4.946  -0.488
H  1.775  -0.857  0.926
H  4.607  -1.054  1.153
H  6.704  -0.012  0.471
H  6.653  2.178  -0.698
H  4.516  3.271  -1.160
N  0.425  0.184  -2.182
C  0.385  0.183  -3.345
N  0.336  0.170  -4.646
C  0.488  -1.058  -5.403
C  -0.525  -1.077  -6.545
C  -0.323  0.152  -7.424
C  -0.474  1.415  -6.579
C  0.511  1.392  -5.411
H  0.332  -1.908  -4.739
H  1.508  -1.115  -5.811
H  -1.534  -1.070  -6.130
H  -0.399  -1.992  -7.126
H  -1.050  0.157  -8.236
H  0.676  0.121  -7.866
H  -1.492  1.474  -6.189
H  -0.287  2.302  -7.186
H  0.349  2.246  -4.750
H  1.541  1.436  -5.795
C  -5.774  -0.897  1.303
C  -4.883  -1.998  1.863
C  -3.406  -1.715  1.636
S  -2.778  -1.882  -0.117
O  -3.680  -1.140  -0.987
C  -3.242  -3.702  -0.346
C  -4.295  -3.857  -1.430
C  -3.719  -3.663  -2.828
H  -6.821  -1.170  1.410
H  -5.561  -0.733  0.251
H  -5.605  0.038  1.832
H  -5.160  -2.952  1.410
H  -5.054  -2.095  2.941
H  -2.773  -2.389  2.217
H  -3.176  -0.684  1.908
H  -3.587  -4.100  0.605
H  -2.325  -4.214  -0.627
H  -5.079  -3.114  -1.269
H  -4.745  -4.851  -1.354
H  -3.340  -2.650  -2.934
H  -4.492  -3.819  -3.577
H  -2.912  -4.367  -3.020

Output
multiplicity = 2
energy = -4077.8586 a.u.
F_max = 3.64 eV Å⁻¹
relative energy (zero: lowest compared OMol25 entry of this formula, charge and spin) = 412.0 kJ/mol
frontier orbital gap (alpha / beta) = 4.82 / 4.84 eV

Löwdin atomic charge list, values in e, 5 entries: atom 1 (V): 0.815, atom 2 (C): -0.059, atom 3 (N): -0.229, atom 4 (C): -0.066, atom 5 (C): -0.174

***

C39H51BBeClCsF11MgN2O23PS as an isolated structure at a distorted geometry, computed with ωB97M-V/def2-TZVPD.

Positions of all 133 atoms, in Å:
C  3.272  -5.298  2.184
C  2.179  -4.824  1.608
N  1.592  -5.461  0.446
C  2.654  -5.537  -0.534
O  3.391  -6.437  -0.760
C  2.562  -4.213  -1.277
C  3.498  -3.548  -2.050
C  4.855  -4.183  -2.225
C  4.836  -5.167  -3.409
O  5.835  -5.455  -3.987
O  3.633  -5.716  -3.777
C  3.119  -2.333  -2.651
C  4.200  -1.635  -3.492
C  5.185  -0.847  -2.604
O  6.540  -1.306  -2.753
C  7.423  -0.756  -1.732
C  7.488  -1.600  -0.402
C  1.804  -1.839  -2.458
B  1.315  -0.504  -3.104
C  1.949  0.855  -2.667
O  0.230  -0.431  -4.056
C  0.879  -2.531  -1.667
C  -0.532  -2.051  -1.484
C  -0.751  -0.625  -0.897
C  0.322  -0.035  0.009
C  0.086  1.496  0.034
C  1.223  2.268  0.706
C  1.294  -3.704  -1.082
C  0.563  -4.674  -0.180
O  -0.606  -4.833  -0.011
H  3.853  -4.723  2.886
H  3.620  -6.288  1.920
H  1.660  -3.970  2.027
H  5.643  -3.481  -2.469
H  5.152  -4.778  -1.364
H  3.072  -5.048  -4.188
H  4.798  -2.410  -3.968
H  3.813  -1.017  -4.300
H  4.886  -0.909  -1.508
H  5.175  0.231  -2.958
H  8.427  -0.719  -2.142
H  7.110  0.317  -1.579
H  6.552  -1.641  0.197
H  7.849  -2.610  -0.561
H  8.221  -1.107  0.239
H  1.278  1.711  -2.709
H  2.269  0.766  -1.628
H  2.836  1.070  -3.275
H  0.551  -0.684  -4.945
H  -0.986  -2.039  -2.519
H  -1.135  -2.764  -0.937
H  -1.004  0.040  -1.719
H  -1.648  -0.682  -0.284
H  1.344  -0.169  -0.341
H  0.232  -0.386  1.038
H  -0.953  1.768  0.401
H  0.083  1.796  -1.022
H  1.163  3.315  0.411
H  2.189  1.885  0.355
H  1.149  2.229  1.791
C  5.564  -2.620  4.403
O  6.441  -2.020  5.065
O  5.577  -3.962  4.483
O  4.709  -2.067  3.705
H  6.328  -4.082  5.102
C  -4.449  -4.504  -1.214
N  -3.606  -3.328  -1.564
O  -3.361  -3.128  -2.746
O  -3.212  -2.634  -0.657
H  -4.719  -5.017  -2.129
H  -3.858  -5.142  -0.563
H  -5.328  -4.129  -0.699
Be  -1.151  -1.627  -4.135
C  -2.254  2.844  -2.237
C  -2.901  3.843  -1.632
C  -4.262  3.649  -1.054
O  -4.781  4.633  -0.464
C  -4.911  2.400  -1.175
C  -4.270  1.379  -1.786
C  -2.880  1.549  -2.338
O  -2.338  0.572  -2.818
O  -4.801  0.193  -1.916
O  -2.362  5.055  -1.497
H  -1.260  2.962  -2.644
H  -5.903  2.292  -0.760
H  -4.142  -0.368  -2.374
H  -3.001  5.604  -1.017
C  5.359  -4.450  9.564
F  6.654  -4.571  9.837
F  4.662  -5.120  10.472
F  5.026  -3.163  9.628
S  5.001  -5.110  7.889
O  5.410  -6.490  7.916
O  5.814  -4.305  6.982
O  3.586  -4.913  7.689
Cl  -2.826  2.293  0.403
Cs  5.150  0.586  -0.424
Mg  -5.535  5.251  1.388
C  -5.993  6.482  -3.468
C  -4.877  6.047  -4.436
C  -3.501  6.708  -4.308
F  -3.559  8.028  -4.538
F  -2.671  6.162  -5.228
F  -5.320  6.151  -5.698
F  -4.675  4.706  -4.191
O  -6.944  7.416  -3.923
C  -6.711  8.775  -3.834
C  -6.662  9.438  -5.214
F  -5.687  8.890  -5.965
F  -6.394  10.749  -5.059
F  -5.608  9.031  -3.103
F  -7.752  9.303  -3.163
H  -6.582  5.580  -3.299
H  -5.594  6.758  -2.489
H  -3.075  6.534  -3.317
H  -7.618  9.316  -5.728
C  -3.349  -0.032  3.305
O  -3.986  0.498  4.476
P  -3.042  1.287  5.476
O  -2.149  2.272  4.869
O  -2.257  0.162  6.279
C  -2.961  -0.994  6.753
O  -4.115  1.849  6.492
C  -3.664  2.849  7.419
H  -4.029  -0.749  2.850
H  -3.141  0.774  2.603
H  -2.419  -0.542  3.568
H  -2.782  -1.826  6.072
H  -4.032  -0.814  6.831
H  -2.569  -1.247  7.735
H  -3.388  3.757  6.887
H  -2.812  2.485  7.995
H  -4.487  3.061  8.094

Output
energy = -5913.7869 a.u.
net charge = +2
F_max = 8.15 eV Å⁻¹
frontier orbital gap = 1.08 eV

Löwdin atomic charge list, values in e, 5 entries: atom 1 (C): 0.085, atom 2 (C): -0.124, atom 3 (N): 0.053, atom 4 (C): -0.333, atom 5 (O): 0.208

***

C39H51BaBrFN5O2Se2Si as an isolated structure at a distorted geometry, computed with ωB97M-V/def2-TZVPD.

Positions of all 103 atoms, in Å:
Ba  -0.313  0.861  -0.722
C  -0.717  -4.735  3.539
Se  -1.465  -3.613  2.145
C  -0.141  -4.037  0.767
C  -0.714  -4.740  -0.463
Se  -1.411  -3.583  -1.855
C  -3.141  -3.164  -1.061
H  0.314  -4.447  3.730
H  -0.773  -5.783  3.256
H  -1.308  -4.570  4.437
H  0.580  -4.688  1.266
H  0.359  -3.114  0.497
H  -1.498  -5.446  -0.202
H  0.080  -5.286  -0.973
H  -3.788  -4.035  -1.061
H  -3.587  -2.375  -1.669
H  -3.025  -2.795  -0.050
N  3.719  0.833  0.878
C  3.437  0.376  2.240
C  3.255  1.556  3.201
C  2.017  2.412  2.877
C  0.716  1.702  3.275
N  -0.375  1.777  2.260
H  3.457  0.117  0.200
H  4.702  1.038  0.760
H  4.212  -0.285  2.628
H  2.518  -0.216  2.199
H  4.154  2.179  3.152
H  3.186  1.178  4.231
H  2.017  2.592  1.803
H  2.084  3.387  3.370
H  0.380  2.068  4.241
H  0.926  0.638  3.404
H  -0.765  2.712  2.202
H  -1.142  1.172  2.533
C  1.998  0.171  -3.944
O  1.766  1.071  -2.856
C  2.223  2.348  -2.978
C  2.869  2.848  -4.087
C  3.222  4.198  -4.117
Br  4.111  4.876  -5.640
C  2.928  5.035  -3.075
C  2.287  4.523  -1.940
C  1.958  3.178  -1.881
O  1.336  2.601  -0.809
C  1.906  5.383  -0.808
N  1.291  4.925  0.255
C  1.085  6.025  1.093
C  0.474  6.100  2.343
C  0.396  7.340  2.951
C  0.918  8.488  2.327
C  1.527  8.422  1.086
C  1.595  7.164  0.493
N  2.119  6.724  -0.726
H  3.066  0.058  -4.122
H  1.501  0.524  -4.846
H  1.588  -0.780  -3.625
H  3.093  2.213  -4.934
H  3.192  6.085  -3.146
H  1.198  3.332  -0.097
H  0.075  5.210  2.821
H  -0.076  7.432  3.923
H  0.838  9.445  2.829
H  1.926  9.308  0.604
H  2.570  7.293  -1.418
C  -3.861  2.379  -3.750
Si  -2.777  2.851  -2.310
C  -3.409  4.424  -1.538
C  -1.121  3.329  -3.075
N  -2.503  1.590  -1.181
C  -3.470  0.995  -0.376
C  -4.868  1.238  -0.374
C  -5.751  0.591  0.490
C  -5.303  -0.343  1.417
C  -3.940  -0.630  1.459
C  -3.106  0.021  0.586
F  -1.745  -0.324  0.636
H  -3.743  3.097  -4.575
H  -4.930  2.336  -3.493
H  -3.569  1.384  -4.115
H  -3.412  5.248  -2.271
H  -2.750  4.709  -0.703
H  -4.431  4.325  -1.139
H  -1.338  4.003  -3.918
H  -0.541  2.484  -3.486
H  -0.487  3.891  -2.374
H  -5.258  1.962  -1.090
H  -6.811  0.821  0.430
H  -5.991  -0.847  2.086
H  -3.523  -1.356  2.150
C  1.313  -1.146  -0.630
C  2.011  -2.125  -0.966
C  2.703  -3.359  -1.274
C  2.429  -4.070  -2.455
C  3.087  -5.260  -2.750
C  4.035  -5.773  -1.871
C  4.306  -5.091  -0.689
C  3.649  -3.902  -0.392
H  1.677  -3.679  -3.131
H  2.857  -5.790  -3.670
H  4.555  -6.697  -2.103
H  5.034  -5.491  0.011
H  3.859  -3.373  0.531

Output
energy = -9732.7110 a.u.
F_max = 3.17 eV Å⁻¹
relative energy (zero: lowest compared OMol25 entry of this formula, charge and spin) = 122.9 kJ/mol
frontier orbital gap = 7.01 eV

Löwdin atomic charge list, values in e, 5 entries: atom 1 (Ba): 1.966, atom 2 (C): -0.434, atom 3 (Se): 0.919, atom 4 (C): -0.540, atom 5 (C): -0.565